2 unconnected molecules or ions with the total composition C2HCl2NS at a distorted geometry, computed with ωB97M-V/def2-TZVPD.

ORCA input file:
```
! RIJCOSX wB97M-V def2-TZVPD def2/J DEFGRID3
* xyz 0 1
N -2.57 2.31 2.61
C -1.63 2.40 1.95
C -0.50 2.57 1.10
S -0.85 2.65 -0.51
Cl 1.01 2.91 1.90
Cl 0.76 -0.58 0.57
H 1.28 -1.72 0.79
*
```

Computed properties:
LUMO energy ... -2.01 eV
E_HOMO ... -10.11 eV
F_max ... 1.98 eV/A
ΔE to the lowest compared entry with this formula, charge and spin ... 0.471 eV
Gap between HOMO and LUMO ... 8.10 eV
SMILES string ... N#CC(=S)Cl.Cl
Molar mass ... 142.01 u
DFT total energy ... -1450.0908 a.u.